## 1
A 2-piece molecular cluster, C4H13N3 overall, computed with ωB97M-V/def2-TZVPD.

CARTESIAN COORDINATES (ANGSTROEM)
H: -1.760 0.647 -1.925
N: -1.852 0.937 -0.953
C: -0.765 1.224 -0.373
C: -0.748 1.797 1.010
N: 0.520 1.144 -0.956
N: 0.758 0.841 -2.311
H: -1.731 1.673 1.452
H: -0.023 1.278 1.636
H: -0.472 2.851 0.970
H: 1.312 1.562 -0.485
H: 0.246 1.476 -2.920
H: 0.426 -0.108 -2.487
C: 0.709 -1.764 0.222
C: 0.296 -2.104 1.644
H: 0.501 -2.598 -0.449
H: 1.758 -1.467 0.172
H: 0.242 -0.791 -0.281
H: 0.924 -2.904 2.039
H: 0.393 -1.245 2.307
H: -0.736 -2.450 1.687

The multiplicity is 1. For the HOMO energy, the calculation gives -9.2963 eV. The structure (SMILES) is [H]/N=C(/C)NN.CC. Its orbital gap is 10.3 eV. Its charge is 0.

## 2
One molecule with the formula C4H13N3, computed with ωB97M-V/def2-TZVPD.

CARTESIAN COORDINATES (ANGSTROEM)
C: 1.395 1.732 1.013
C: 0.697 0.717 0.004
C: 1.622 -0.348 -0.564
C: -0.510 0.124 0.662
N: -1.192 -0.811 -0.350
N: -1.974 -1.901 0.027
N: -1.378 -0.170 -1.542
H: 2.264 1.259 1.487
H: 1.781 2.514 0.468
H: 0.692 2.037 1.731
H: 0.349 1.349 -0.800
H: 0.843 -0.964 -1.105
H: 1.775 -0.989 0.350
H: 2.394 -0.066 -1.213
H: -0.126 -0.455 1.508
H: -1.215 0.902 1.033
H: -2.729 -1.565 0.661
H: -1.320 -2.510 0.646
H: -0.932 -0.731 -2.314
H: -2.437 -0.128 -1.701

The multiplicity is 1. For the HOMO energy, the calculation gives -8.0997 eV. The structure (SMILES) is CC(C)CN(N)N. Its orbital gap is 9.1 eV. Its charge is 0.

Short version: 2 is the least stable of them.